Record 1
Molecular formula: C9H24ClI2N2P2Tb
Method: DFT, ωB97M-V/def2-TZVPD

Structure (ORCA input):
```
! wB97M-V def2-TZVPD RIJCOSX def2/J DEFGRID3
* xyz 2 7
I 4.37877 -0.59773 0.39436
I 1.31364 -2.11351 3.83987
Tb -0.52323 0.18127 -0.21231
P 0.16363 2.78001 0.48258
C 1.60789 2.99798 1.57912
C 0.54168 3.90704 -0.90441
H 0.41058 4.94993 -0.58761
H -0.95583 4.75033 1.36474
H -0.14023 3.68058 -1.73462
H -2.11682 3.46088 0.89932
H 2.50720 2.63384 1.06574
H 1.57357 3.73936 -1.23825
C -1.15456 3.67147 1.38383
H 1.73053 4.05458 1.85503
H -1.19483 3.31164 2.41945
H 1.46347 2.38902 2.48141
P -0.86597 -2.49038 -0.90763
C 0.29912 -3.68798 -0.16648
C -2.49420 -3.23033 -0.51946
H -1.15669 -2.03009 -3.26467
H -1.20858 -3.79727 -2.93696
H 0.36462 -2.91987 -2.95748
C -0.70040 -2.85243 -2.69583
H -3.27833 -2.50210 -0.76883
H -2.63932 -4.14863 -1.10588
H -0.04406 -4.71858 -0.33534
H 0.38587 -3.48594 0.90990
H -2.54710 -3.45389 0.55440
H 1.28883 -3.54628 -0.62034
Cl -2.19124 0.94550 -1.88018
C 3.81494 -2.67962 2.51527
N 3.03118 -1.41669 2.68815
C 3.79451 -0.44918 3.52235
C 2.47210 -0.83566 1.46294
N 1.36063 -0.52867 1.04422
H 4.14193 -3.01546 3.50473
H 4.68656 -2.46671 1.87829
H 3.18553 -3.43825 2.04016
H 4.56546 0.01639 2.89268
H 3.10996 0.30836 3.91323
H 4.26220 -0.99076 4.35050
*
```

Summary:
- Relative energy (zero: lowest compared OMol25 entry of this formula, charge and spin): 0.021 eV
- Max |F|: 0.061 Eh/bohr
- HOMO (alpha / beta): -15.2 / -15.2 eV

Löwdin atomic charge list, values in e, 4 entries: atom 1 (I): 1.004, atom 2 (I): 1.068, atom 3 (Tb): 1.079, atom 4 (P): 0.643

***

Record 2
Molecular formula: C5H8N2
Method: DFT, ωB97M-V/def2-TZVPD

Structure (ORCA input):
```
! wB97M-V def2-TZVPD RIJCOSX def2/J DEFGRID3
* xyz 0 1
C 0.83290 1.95830 1.43310
C -0.48564 1.36470 1.02398
C -0.34353 0.21059 0.06811
C -0.26377 -1.09708 0.51637
N 0.02488 -1.87200 -0.56141
C 0.21234 -1.02598 -1.63355
N -0.21058 0.17051 -1.31674
H 1.41950 1.16037 1.92591
H 1.57918 2.08425 0.64318
H 0.69884 2.83689 2.06320
H -1.18062 2.05259 0.52189
H -0.96356 0.94342 1.90427
H -0.52912 -1.50700 1.48047
H 0.51414 -2.75486 -0.53678
H 0.44275 -1.55711 -2.54716
*
```

Summary:
- Relative energy (zero: lowest compared OMol25 entry of this formula, charge and spin): 0.681 eV
- Max |F|: 0.047 Eh/bohr
- SMILES: CCc1c[nH]cn1
- HOMO: -8.5 eV

Löwdin atomic charge list, values in e, 4 entries: atom 1 (C): -0.114, atom 2 (C): -0.223, atom 3 (C): -0.300, atom 4 (C): -0.089